107
Properties=species:S:1:pos:R:3:forces:R:3 method="wB97M-V/def2-TZVPD" multiplicity=3 largest_force_ha_per_bohr=0.09889 lumo_energy_ev="-4.90 / -4.90" e_homo_ev="-10.279 / -10.916" charge=+1
N -5.8597 -2.5363 -6.0553 1.1075 1.7306 0.3522
C -4.5531 -1.7789 -6.0619 -1.5738 -1.9744 -1.9732
O -3.9862 -1.8145 -4.7150 1.4787 3.4821 0.9507
C -3.2795 -0.6401 -4.3932 1.2417 1.3825 -2.1930
O -2.7849 0.1659 -5.2325 -2.1905 -3.2065 3.2829
C -3.0173 -0.3092 -2.8563 0.9370 -0.0496 3.3536
C -1.5484 -0.3282 -2.3685 -2.5470 0.5805 2.6630
C -1.2053 -0.0495 -0.8602 -2.3553 -0.2244 -3.2919
C 0.3416 -0.1436 -0.4620 -1.0092 -1.0618 1.0152
O 1.0016 1.1299 -0.2646 -1.9049 0.3695 -1.4075
C 0.2734 2.2216 -0.8418 -2.1270 3.9612 -0.7368
C 0.1778 2.5338 -2.3687 -1.4052 1.8443 2.8257
C -0.6172 3.7869 -2.8518 0.4900 -1.1277 3.7971
C -1.2897 4.7249 -1.8043 1.2988 -2.2994 0.7479
C -1.2357 4.4376 -0.2762 2.2847 -2.7747 -2.9018
C -0.4382 3.1879 0.1784 -0.3873 0.7518 -2.8156
N -2.2824 0.2621 0.0765 -0.8084 -0.4897 -2.7819
C -1.9759 0.5588 1.5045 -0.1635 0.8252 2.2244
C -2.3824 -0.6050 2.5441 0.6124 -0.0045 0.3680
C -2.4881 -2.0831 1.9098 0.4465 0.2834 2.2192
S -4.2606 -2.6585 2.0762 -0.0944 -0.0374 -0.1979
C -3.6851 0.2937 -0.3369 0.4715 -0.5620 -2.7264
Br -5.1534 0.6727 0.9629 2.4038 -0.2916 -1.5214
C -4.1312 0.0271 -1.8287 4.1007 -0.8353 0.9349
P -5.9573 0.1384 -2.2796 -3.1275 1.0282 0.3006
O -6.7646 -1.0478 -1.3171 2.5837 0.9980 -3.1028
O -6.3190 -0.2609 -3.8907 1.6759 -0.0377 2.0803
S -6.7118 1.9265 -1.9768 1.0776 -1.4351 -0.0665
H -5.8864 -3.2135 -5.2822 -0.0880 0.4894 -0.5428
H -6.6051 -1.8237 -5.9596 0.4726 -1.0946 0.3108
H -3.8688 -2.3753 -6.7790 -0.7122 1.4076 1.3636
H -4.8037 -0.7379 -6.4511 0.9352 -1.3061 0.6896
H -0.6976 -0.5859 -3.0976 -1.5418 0.5115 1.3688
H 0.3879 -0.7028 0.5480 0.0705 0.7735 -1.5769
H 0.8452 -0.8190 -1.2427 -0.7050 1.2615 0.9788
H 0.6971 1.8287 -3.0952 -0.7937 1.1847 1.0006
H -0.6663 3.9597 -3.9846 -0.0175 -0.0727 2.0736
H -1.8435 5.6580 -2.1798 0.9648 -1.6747 0.6488
H -1.7169 5.1098 0.5155 0.7957 -1.0691 -1.5150
H -0.3949 2.9964 1.3129 0.1994 0.1971 -2.0836
H -0.8818 0.8266 1.7092 -1.5553 -0.5119 -1.1321
H -2.5806 1.4994 1.8057 1.0255 -1.4880 -0.7854
H -3.3312 -0.2732 3.1154 1.5132 -0.7787 -1.1931
H -1.5540 -0.6526 3.3500 -1.2297 0.2753 -1.3895
H -1.8721 -2.7864 2.5868 -0.8614 1.1212 -1.3466
H -2.0633 -2.1891 0.8574 -1.0248 0.1236 1.3103
H -4.7911 -1.9532 3.1631 1.1149 -0.4228 -0.9871
H -6.4439 -1.9150 -1.6781 -0.5527 0.4912 0.6528
H -6.0017 0.4494 -4.4981 -0.4107 -0.3324 0.7802
C 6.2571 6.6145 1.6062 0.2773 -0.2447 -0.2078
C 4.7718 7.0468 1.7656 1.8394 0.2868 1.0238
C 4.0321 6.1245 2.7676 -0.5077 -0.0881 -0.1761
C 3.5736 4.7844 2.2007 0.1300 -0.0343 -0.0139
C 2.8478 4.9667 0.8737 0.0008 0.2540 0.3379
C 3.6898 5.7644 -0.1422 0.3464 -1.5017 -1.3817
N 4.1420 7.0768 0.4099 -3.9339 1.2724 1.4521
O 3.0580 7.8984 0.4667 2.1837 -1.1648 -0.5660
C 4.9005 4.8977 -0.5678 0.1937 0.0389 0.1380
C 2.8794 5.9314 -1.4524 -0.0696 0.6171 0.2474
C 4.8530 8.4483 2.4342 -0.6886 0.0896 -0.4833
H 6.5885 6.6625 0.5652 -0.1669 -0.0641 0.1010
H 6.9415 7.2755 2.1464 -0.2869 -0.0723 0.0953
H 6.4387 5.6024 1.9760 -0.0104 0.0157 -0.1004
H 3.1403 6.6420 3.1446 0.1274 0.1242 -0.1718
H 4.6656 5.9419 3.6415 0.1051 0.2173 -0.1611
H 4.4271 4.1098 2.0853 -0.0194 0.0102 -0.0679
H 2.9027 4.3004 2.9167 0.0675 0.0159 0.0162
H 2.5921 3.9841 0.4640 0.1182 0.1290 -0.2139
H 1.8934 5.4758 1.0547 0.1197 0.1525 -0.1080
H 5.5363 5.4360 -1.2759 -0.0554 0.0094 0.1037
H 4.5642 3.9834 -1.0652 -0.2072 0.1823 0.0160
H 5.5157 4.5632 0.2624 0.0727 0.1293 0.0456
H 1.9237 6.4353 -1.2984 0.1523 0.0881 0.1147
H 2.6525 4.9565 -1.8942 0.1816 -0.0302 0.2482
H 3.4519 6.5007 -2.1932 -0.0646 -0.0202 0.1606
H 5.3263 9.1793 1.7727 -0.0574 -0.1138 0.0045
H 5.4423 8.3984 3.3545 0.0287 -0.2922 -0.2123
H 3.8700 8.8294 2.7223 0.0599 -0.0549 -0.2502
C 1.1114 -7.3054 -0.5327 -0.2037 -0.3514 -0.1151
C 1.1865 -6.1217 0.4729 1.1444 -0.7578 -1.6757
C 2.1532 -6.4481 1.6396 -0.2209 0.2068 0.4977
C 1.5718 -7.3344 2.7372 0.0031 -0.1109 -0.0862
C 0.2062 -6.8313 3.1871 0.3592 0.2656 -0.1434
C -0.7686 -6.6657 2.0032 -1.4101 -1.5811 0.5380
N -0.2018 -5.7986 0.9246 1.3037 3.3242 2.7347
O -0.2104 -4.5134 1.3764 -0.4925 -2.0824 -1.3045
C -1.1210 -8.0704 1.4548 0.1440 -0.0513 -0.2025
C -2.1215 -6.1275 2.5311 0.2526 0.5622 -0.3192
C 1.8489 -4.9733 -0.3401 -0.5230 0.4370 0.5023
H 0.0897 -7.4853 -0.8787 0.0899 0.0294 0.1818
H 1.6835 -7.1114 -1.4450 0.0871 0.0966 0.2807
H 1.4975 -8.2359 -0.1105 -0.1093 0.0368 -0.0054
H 2.4775 -5.5121 2.1131 -0.1613 0.0265 -0.1752
H 3.0615 -6.9176 1.2487 -0.1647 0.1192 -0.2222
H 1.5080 -8.3706 2.3930 -0.0620 0.0257 0.0151
H 2.2535 -7.3432 3.5921 -0.0037 -0.0220 -0.0865
H -0.2096 -7.5248 3.9245 -0.1898 0.0507 -0.2098
H 0.3315 -5.8751 3.7092 -0.0905 0.0442 -0.1852
H -1.7972 -7.9971 0.5986 0.0896 0.0314 0.0435
H -1.6291 -8.6658 2.2180 0.0158 0.2796 0.0567
H -0.2560 -8.6577 1.1613 0.0457 0.0715 -0.1161
H -2.0234 -5.1754 3.0555 0.0967 -0.0206 -0.1394
H -2.5702 -6.8295 3.2391 0.2611 -0.0920 -0.1596
H -2.8335 -5.9942 1.7086 0.1258 0.0241 0.0823
H 1.2086 -4.6478 -1.1656 -0.0098 -0.0829 0.0696
H 2.8000 -5.3061 -0.7652 -0.2173 -0.2503 0.1301
H 2.0804 -4.1037 0.2810 -0.2120 -0.0909 -0.0021